# 1
ORCA calculation (ωB97M-V with the def2-TZVPD basis set) on a molecular structure, C33H36AsBrN2PTi.

Values from the calculation:
F_max = 0.4 eV/Å
HOMO energy (alpha / beta) = -13.583 / -13.579 eV
Expectation value of S² = 0.7572
E_LUMO (alpha / beta) = -6.854 / -7.067 eV
Energy relative to the best compared isomer or geometry (same formula, charge and spin) = 0.3329 eV

ORCA input file:
```
! wB97M-V def2-TZVPD RIJCOSX def2/J DEFGRID3
* xyz 2 2
Ti 0.30577 -0.26113 1.48094
C 0.08032 0.05818 3.79075
C 1.24481 0.74441 3.39488
C 0.86051 1.77777 2.50836
C -0.54420 1.73420 2.36803
C -1.02630 0.66866 3.15952
H 0.03601 -0.78693 4.46121
H 2.24637 0.53949 3.73570
H 1.52116 2.51189 2.07810
H -1.13337 2.42279 1.78399
H -2.05604 0.36483 3.26361
Br -7.37700 0.64499 0.49964
C -5.60163 0.06095 0.62682
C -4.57061 0.99169 0.62440
C -3.26126 0.56053 0.70751
C -2.96514 -0.79408 0.76854
C -4.01057 -1.71665 0.81752
C -5.32553 -1.29488 0.73992
N -1.60991 -1.24187 0.83429
C -1.34263 -2.38475 0.31944
C -0.12750 -3.09979 0.72453
C 0.13599 -4.39106 0.30424
C 1.14952 -5.10343 0.93272
C 1.85552 -4.49622 1.95868
C 1.57214 -3.17679 2.27557
N 0.61671 -2.47762 1.66368
H -4.79209 2.04700 0.55000
H -2.46596 1.28596 0.67121
H -3.80864 -2.76988 0.96811
H -6.13213 -2.01262 0.78668
H -2.07243 -2.90918 -0.29387
H -0.47500 -4.84152 -0.46695
H 1.36776 -6.12306 0.64519
H 2.62195 -5.02923 2.50309
H 2.12148 -2.66252 3.05258
C 4.02440 0.88257 -0.12734
As 3.00718 -0.47888 0.80664
C 4.20632 -0.69203 2.32825
C 3.48262 -2.03293 -0.28095
H 5.04900 0.52532 -0.22358
H 4.01604 1.80758 0.44622
H 3.60896 1.08025 -1.11319
H 5.13619 -1.13838 1.98003
H 3.78547 -1.30976 3.11760
H 4.42398 0.29378 2.73765
H 4.43621 -2.42831 0.06515
H 3.59535 -1.72333 -1.31743
H 2.73137 -2.81824 -0.23193
C 0.89459 -0.60882 -2.13323
P 0.19249 0.73256 -1.09684
C -1.46397 0.94819 -1.81849
C -2.18534 -0.12706 -2.33095
C -3.46134 0.06641 -2.84194
C -4.02149 1.33527 -2.84901
C -3.30177 2.41504 -2.35371
C -2.02897 2.22417 -1.83930
C 1.05806 2.20613 -1.71408
C 1.04612 2.45796 -3.08848
C 1.68499 3.57648 -3.59432
C 2.32815 4.46053 -2.73533
C 2.32827 4.22797 -1.36953
C 1.69407 3.10082 -0.86252
H 0.62044 -0.46392 -3.17692
H 0.54333 -1.59069 -1.81108
H 1.97884 -0.58382 -2.05060
H -1.75382 -1.12132 -2.34987
H -4.01315 -0.77159 -3.24717
H -5.01257 1.48523 -3.25616
H -3.72791 3.40938 -2.37871
H -1.46394 3.07506 -1.47560
H 0.51770 1.79507 -3.76264
H 1.67377 3.76651 -4.65907
H 2.82077 5.33704 -3.13422
H 2.81620 4.92253 -0.69892
H 1.69528 2.91708 0.20291
*
```

=====

# 2
ORCA calculation (ωB97M-V with the def2-TZVPD basis set) on a single C6H4Br2S2 molecule in a non-equilibrium geometry.

Values from the calculation:
F_max = 5.4 eV/Å
HOMO energy (alpha / beta) = -7.984 / -8.885 eV
E_LUMO (alpha / beta) = -1.855 / -1.339 eV
Energy relative to the best compared isomer or geometry (same formula, charge and spin) = 3.0795 eV

ORCA input file:
```
! wB97M-V def2-TZVPD RIJCOSX def2/J DEFGRID3
* xyz 0 1
C -0.79328 0.41746 -0.89817
C -1.67278 0.47306 0.15526
C 0.62744 -0.11556 -0.87433
C -1.39205 0.45684 1.53329
C 1.77030 0.35476 -0.00834
C 1.52292 1.50137 0.89937
S 1.97289 0.55728 -1.85419
S 0.21368 0.62296 2.13481
Br -3.49117 0.62075 -0.43715
Br 0.76043 2.96227 0.05075
H -1.27948 0.64720 -1.76928
H 0.66202 -1.27129 -0.86165
H -2.05176 0.51672 2.33437
H 2.28518 -0.37110 0.40476
*
```

=====

# 3
ORCA calculation (ωB97M-V with the def2-TZVPD basis set) on a molecular structure, C39H41N7O2SSeSiTeV in a non-equilibrium geometry.

Values from the calculation:
F_max = 3.0 eV/Å
HOMO energy = -16.051 eV
E_LUMO = -8.999 eV

ORCA input file:
```
! wB97M-V def2-TZVPD RIJCOSX def2/J DEFGRID3
* xyz 3 1
V 0.59213 0.10008 0.19054
Se -2.40765 -4.88549 5.15814
N -1.52689 -5.04476 3.65880
C -1.28326 -3.85010 3.14862
C -0.55679 -3.60102 1.93777
C 0.01359 -4.60519 1.14636
C 0.71872 -4.23731 0.01863
C 0.82197 -2.88686 -0.31637
N 0.29189 -1.91928 0.41863
C -0.37329 -2.25673 1.54202
C -0.83384 -1.17208 2.35894
N -0.49417 0.06268 1.94444
C -0.79205 1.08449 2.73240
C -1.47660 0.94923 3.94060
C -1.86845 -0.30180 4.36245
C -1.52615 -1.40365 3.56857
C -1.77846 -2.76454 3.94300
N -2.40420 -3.14336 5.04212
H -0.12187 -5.63519 1.44000
H 1.19292 -4.98072 -0.60155
H 1.34936 -2.59535 -1.21461
H -0.47662 2.06823 2.40776
H -1.68325 1.82695 4.53144
H -2.39130 -0.46075 5.29254
S -1.13492 2.09026 -0.09468
C -0.54394 3.62090 -0.65605
N 0.73498 3.79095 -0.94406
C 1.31572 5.08769 -1.27010
C 0.42759 6.19151 -0.70637
C -1.01215 5.95240 -1.14849
N -1.40846 4.61477 -0.73636
H 1.32440 2.96746 -0.99043
H 1.41824 5.18343 -2.35566
H 2.31479 5.13848 -0.83241
H 0.77529 7.15910 -1.06246
H 0.47999 6.18931 0.38504
H -1.10386 6.03769 -2.23541
H -1.68651 6.67322 -0.68807
H -2.36800 4.44375 -0.47299
C 1.50048 -0.57773 -3.78542
O 0.58888 -0.99620 -2.75517
C 0.29999 -0.15538 -1.77087
O 0.87284 0.92232 -1.54173
H 1.43932 -1.35198 -4.54552
H 2.51886 -0.49886 -3.40619
H 1.18169 0.37994 -4.20025
Te -1.79303 -0.53729 -1.16883
C -1.94299 -2.38635 -2.22892
C -1.88538 -2.46118 -3.61756
C -2.05224 -3.68751 -4.23952
C -2.28065 -4.82671 -3.48330
C -2.34376 -4.74851 -2.10163
C -2.18667 -3.52691 -1.47083
C -3.06386 0.48322 -2.55327
C -2.66908 1.09285 -3.73462
C -3.64763 1.59137 -4.58309
C -4.98864 1.48271 -4.25066
C -5.36774 0.89753 -3.05251
C -4.40574 0.39276 -2.19652
H -1.72611 -1.57002 -4.21319
H -2.01407 -3.75971 -5.31573
H -2.43042 -5.77423 -3.97457
H -2.53019 -5.63562 -1.51889
H -2.27962 -3.44965 -0.39204
H -1.62126 1.17973 -4.00034
H -3.35853 2.05516 -5.51225
H -5.74140 1.85266 -4.92859
H -6.40810 0.82413 -2.78136
H -4.68689 -0.08221 -1.26381
C 3.29476 -2.48120 1.96487
Si 3.63438 -0.84689 1.01966
C 5.00148 0.23649 1.77749
C 3.92570 -1.11320 -0.84992
N 2.04770 0.10197 1.14685
C 2.12645 0.95475 2.23733
C 2.11736 0.50577 3.56119
C 2.22766 1.41286 4.60016
C 2.35896 2.76977 4.34271
C 2.36052 3.22463 3.03433
C 2.23721 2.32632 1.98924
H 4.00328 -2.58277 2.78206
H 3.44462 -3.34244 1.32055
H 2.29456 -2.54395 2.38620
H 5.97534 -0.08730 1.42421
H 5.01749 0.16764 2.86182
H 4.89734 1.28846 1.52382
H 4.97902 -1.31909 -1.02097
H 3.67510 -0.22337 -1.42719
H 3.38484 -1.96602 -1.25256
H 2.01893 -0.55176 3.75795
H 2.23742 1.05661 5.61853
H 2.46929 3.46540 5.15892
H 2.48942 4.27554 2.83054
H 2.28419 2.65507 0.95666
*
```

=====

# 4
ORCA calculation (ωB97M-V with the def2-TZVPD basis set) on a single C5H10O molecule.

Values from the calculation:
F_max = 0.4 eV/Å
HOMO energy = -9.505 eV
Structure (SMILES) = CCCC(C)=O
E_LUMO = 1.011 eV
Energy relative to the best compared isomer or geometry (same formula, charge and spin) = 0.1819 eV

ORCA input file:
```
! wB97M-V def2-TZVPD RIJCOSX def2/J DEFGRID3
* xyz 0 1
C 1.69277 1.34778 0.40683
C 1.09521 0.12902 -0.28648
C 0.17185 -0.68311 0.65581
C -1.23897 -0.24054 0.34461
C -1.86042 -0.86834 -0.89297
O -1.80975 0.62021 0.97944
H 2.34476 1.03752 1.23030
H 2.28702 1.94762 -0.29030
H 0.90256 1.98280 0.82236
H 0.51518 0.46771 -1.15674
H 1.88623 -0.51068 -0.68890
H 0.27947 -1.75882 0.47742
H 0.39650 -0.48190 1.70831
H -1.15502 -1.51282 -1.42597
H -2.72368 -1.46852 -0.58862
H -2.21987 -0.08630 -1.56741
*
```

=====

# 5
ORCA calculation (ωB97M-V with the def2-TZVPD basis set) on a single C3H5N molecule in a non-equilibrium geometry.

Values from the calculation:
F_max = 2.6 eV/Å
HOMO energy = -9.713 eV
Structure (SMILES) = [H]/N=C\C=C
E_LUMO = 0.618 eV
Energy relative to the best compared isomer or geometry (same formula, charge and spin) = 1.3670 eV

ORCA input file:
```
! wB97M-V def2-TZVPD RIJCOSX def2/J DEFGRID3
* xyz 0 1
H -1.28050 -1.75676 0.33888
N -1.90125 -0.88770 0.20227
C -1.06895 0.04330 -0.10221
C 0.37521 -0.27907 -0.01029
C 1.25981 0.73028 0.00437
H -1.38731 1.08197 -0.28146
H 0.69708 -1.31039 -0.09296
H 2.30592 0.61232 -0.25972
H 1.00000 1.76604 0.20112
*
```

=====

# 6
ORCA calculation (ωB97M-V with the def2-TZVPD basis set) on a molecular structure, C24H28FeN4O6Se in a non-equilibrium geometry.

Values from the calculation:
F_max = 1.3 eV/Å
HOMO energy (alpha / beta) = -10.927 / -10.889 eV
Expectation value of S² = 0.8693
E_LUMO (alpha / beta) = -3.837 / -3.804 eV
Energy relative to the best compared isomer or geometry (same formula, charge and spin) = 1.6989 eV

ORCA input file:
```
! wB97M-V def2-TZVPD RIJCOSX def2/J DEFGRID3
* xyz 1 2
Fe 0.80697 0.75943 -0.55048
C 4.50837 -5.26286 -0.21921
C 3.48154 -4.16986 -0.30131
C 2.12959 -4.43759 -0.42011
C 1.16692 -3.42045 -0.44147
C -0.21051 -3.85295 -0.51622
N -1.15593 -3.52400 0.29772
C -0.99309 -2.87600 1.61877
C -1.32615 -1.41000 1.69869
C -2.74333 -0.91143 1.69196
N -3.51453 -1.09045 0.44205
C -3.87361 -0.17066 -0.39398
C -3.38946 1.17740 -0.47295
C -4.39039 2.15703 -0.58241
C -4.10917 3.50740 -0.59052
C -5.18458 4.55412 -0.64012
C -2.75933 3.84987 -0.58566
C -1.73637 2.91105 -0.58464
C -0.39187 3.40289 -0.72684
N 0.69221 2.72728 -0.82570
C 1.90372 3.55925 -0.90562
C 2.97259 2.90667 -1.74826
C 3.65078 1.80143 -0.98118
N 2.78523 0.61491 -0.84699
C 3.44225 -0.45948 -0.61740
C 2.92488 -1.79234 -0.43394
C 3.84503 -2.82712 -0.31041
C 1.53742 -2.05075 -0.48241
O 0.65142 -1.12972 -0.68246
C -2.00923 1.52425 -0.51549
O -1.09657 0.61889 -0.61151
H 4.08428 -6.17134 0.20542
H 5.34835 -4.96190 0.40515
H 4.90099 -5.50845 -1.20702
H 1.79630 -5.46982 -0.44642
H -0.49717 -4.56167 -1.28997
H -2.06616 -3.91619 0.09588
H 0.06035 -2.97665 1.88254
H -1.58084 -3.49009 2.30557
H -0.75843 -0.88120 0.93991
H -0.91816 -1.08754 2.65621
H -2.69522 0.15932 1.90143
H -3.35636 -1.38875 2.46107
H -4.00816 -1.96814 0.35041
H -4.68067 -0.45956 -1.06354
H -5.42663 1.83581 -0.60798
H -6.13793 4.15620 -0.29632
H -5.32493 4.92655 -1.65593
H -4.93022 5.40431 -0.00835
H -2.48666 4.89953 -0.61974
H -0.31068 4.48920 -0.77458
H 2.26264 3.70023 0.11776
H 1.64080 4.53856 -1.30913
H 3.71360 3.65415 -2.03406
H 2.53838 2.51719 -2.67376
H 3.88593 2.14428 0.03015
H 4.58472 1.51200 -1.46584
H 4.53063 -0.38958 -0.59427
H 4.89754 -2.56968 -0.25673
O 0.99984 -0.45332 3.28238
Se 0.62755 1.04251 2.77233
O 1.49013 2.24420 3.39158
O 1.17746 1.04509 1.10621
O -0.97606 1.29860 2.63774
*
```